(1)
ORCA calculation (ωB97M-V/def2-TZVPD) on a molecular structure, C8H7ClO.

Properties
- Energy above the lowest of the compared OMol25 structures with the same formula, charge and spin: 180.6 kJ/mol
- E_HOMO: -8.8 eV
- HOMO-LUMO gap: 8.44 eV
- Strongest force on any atom: 3.093 eV Å⁻¹

Positions of all 17 atoms, in Å:
C (1.75524, -0.55311, -1.56252)
C (1.35343, 0.72996, -1.65869)
C (-0.25882, -0.41337, -0.45092)
C (-0.73416, -0.07560, 0.77464)
C (0.73880, -1.40782, -0.88597)
C (0.01241, 0.88401, -1.11681)
C (-0.54838, 1.39793, 0.74939)
C (-1.25298, -0.88248, 1.90489)
O (0.79398, -2.59449, -0.66523)
Cl (-1.89197, 2.45989, 0.98300)
H (2.66167, -0.96729, -1.96919)
H (1.90232, 1.52044, -2.14492)
H (-0.73772, 1.40683, -1.68872)
H (0.36302, 1.78860, 1.17672)
H (-0.56083, -1.69429, 2.12519)
H (-2.20874, -1.33149, 1.63811)
H (-1.38726, -0.26771, 2.79103)

***

(2)
ORCA calculation (ωB97M-V/def2-TZVPD) on a molecular structure, C9H36FINbO15.

Properties
- E_HOMO: -6.2 eV
- HOMO-LUMO gap: 8.25 eV
- Net charge: -1
- Strongest force on any atom: 1.210 eV Å⁻¹

Positions of all 63 atoms, in Å:
C (-0.86402, 3.68683, 0.90373)
C (-1.13892, 2.50824, -0.02348)
F (0.13667, 2.12595, -0.56161)
Nb (-2.41474, 0.85164, 0.86059)
O (-3.00364, 1.78304, 2.45116)
O (-3.22984, -0.86743, 1.22536)
I (-4.63326, 1.83741, -0.68843)
C (-1.60202, -0.26002, -0.95101)
C (-0.16924, -0.68773, -1.07302)
O (0.14004, -1.08969, -2.48370)
C (0.15885, -2.38588, -2.72022)
O (-0.18295, -2.90967, -3.75467)
C (-0.70521, 0.20910, 2.11607)
O (0.11860, 1.25424, 2.63531)
C (1.00862, 0.81248, 3.61519)
O (1.91350, -0.14800, 3.13061)
C (3.07289, 0.34400, 2.44471)
C (2.78974, 1.40663, 1.39088)
O (4.03106, 1.56278, 0.71033)
H (0.04719, 3.47576, 1.46801)
H (-1.67266, 3.78989, 1.63375)
H (-0.74481, 4.63256, 0.36334)
H (-1.68511, 2.86826, -0.90663)
H (-2.55877, 1.57625, 3.28247)
H (-3.38215, -1.47919, 0.49566)
H (-2.22967, -1.15838, -1.07232)
H (-1.83106, 0.38753, -1.80957)
H (0.52876, 0.11222, -0.87290)
H (0.07706, -1.55210, -0.44453)
H (0.61531, -2.96349, -1.89119)
H (-0.08100, -0.55736, 1.63921)
H (-1.22520, -0.29379, 2.95628)
H (0.47779, 0.32122, 4.44238)
H (1.53172, 1.71775, 3.95290)
H (3.50440, -0.52159, 1.93725)
H (3.79112, 0.71010, 3.19161)
H (2.44505, 2.35461, 1.82175)
H (2.00338, 1.04774, 0.72015)
H (3.83975, 1.70795, -0.22678)
O (3.40095, -2.54574, -1.64130)
H (3.31436, -3.20596, -2.33777)
H (3.06699, -1.75128, -2.08281)
O (-1.52922, -4.58190, -5.78322)
H (-0.82987, -4.10502, -5.31569)
H (-2.24983, -3.94502, -5.80580)
O (2.88861, -1.53991, -4.40609)
H (1.93766, -1.37063, -4.42884)
H (3.28715, -0.72910, -4.73545)
O (-7.09667, -1.06638, -0.63229)
H (-7.98177, -0.69212, -0.59911)
H (-6.52742, -0.31453, -0.84895)
O (4.09349, -2.77716, 2.03458)
H (4.29137, -3.17399, 1.18071)
H (3.15902, -2.97430, 2.21160)
O (3.87643, 0.59861, -1.95092)
H (4.61451, 0.95735, -2.45486)
H (4.27668, -0.07899, -1.38805)
O (1.65459, -2.83465, 3.53606)
H (1.68820, -1.86321, 3.40507)
H (0.79936, -3.02073, 3.93015)
O (-6.29956, 5.21646, -0.32190)
H (-6.91770, 5.19285, -1.05836)
H (-5.79460, 4.39546, -0.41539)

***

(3)
ORCA calculation (ωB97M-V/def2-TZVPD) on a molecular structure, C49H114F14N7O25P2S10.

Properties
- E_HOMO: -7.3 eV
- HOMO-LUMO gap: 8.43 eV
- Net charge: -1
- Strongest force on any atom: 4.878 eV Å⁻¹

Positions of all 221 atoms, in Å:
C (1.62686, -0.08249, 4.69353)
C (2.75603, -1.02582, 4.17328)
C (3.87212, -0.10026, 3.59547)
C (3.51660, 0.66141, 2.26738)
P (4.57715, 2.10536, 2.08586)
C (6.19264, 1.45217, 1.73786)
C (6.35836, 0.80065, 0.30164)
C (7.76832, 1.02300, -0.24173)
C (8.08392, -0.03027, -1.26469)
C (3.89741, 2.99988, 0.62415)
C (4.80464, 4.04615, -0.05678)
C (3.93183, 5.11765, -0.68935)
C (4.64642, 6.47694, -0.68674)
C (4.65805, 3.19672, 3.64624)
C (5.84299, 2.85819, 4.58641)
C (5.95358, 4.07313, 5.60360)
C (6.91723, 3.81005, 6.79590)
H (0.84613, -0.61344, 5.20761)
H (1.26767, 0.54264, 3.87197)
H (1.99982, 0.61135, 5.37346)
H (2.46765, -1.78979, 3.40419)
H (3.19459, -1.57876, 5.01887)
H (4.85208, -0.60542, 3.52766)
H (3.99520, 0.66124, 4.34944)
H (2.51930, 1.02580, 2.23771)
H (3.73206, 0.10586, 1.34416)
H (6.41363, 0.77286, 2.56174)
H (6.89012, 2.26366, 1.87487)
H (5.60723, 1.15559, -0.34270)
H (6.10140, -0.29016, 0.38103)
H (8.57234, 1.02569, 0.52256)
H (7.91200, 2.07837, -0.65374)
H (8.05033, -1.00034, -0.74883)
H (9.11678, 0.15904, -1.65201)
H (7.44031, -0.05069, -2.14309)
H (3.08213, 3.48914, 1.14353)
H (3.59630, 2.16724, 0.01290)
H (5.53530, 3.58809, -0.69423)
H (5.19077, 4.50650, 0.86375)
H (2.93055, 5.09843, -0.30906)
H (3.76271, 4.83103, -1.74062)
H (3.90947, 7.28665, -0.89562)
H (5.48645, 6.58475, -1.40538)
H (5.02343, 6.69987, 0.29758)
H (3.63929, 3.10247, 4.01768)
H (4.78327, 4.20694, 3.29245)
H (6.72948, 2.80518, 3.93824)
H (5.63926, 1.91521, 5.13759)
H (4.88985, 4.30189, 5.93015)
H (6.07091, 5.01255, 5.06021)
H (6.55010, 2.93905, 7.37528)
H (7.06302, 4.68967, 7.45127)
H (7.92527, 3.49247, 6.42497)
C (-1.37123, -1.48382, -6.24222)
C (-1.27411, -2.09980, -4.81019)
C (0.04623, -2.87850, -4.62882)
C (0.08299, -3.71061, -3.32986)
P (1.48453, -4.81240, -2.99515)
C (2.56234, -3.97243, -1.89122)
C (3.44779, -5.00152, -1.18402)
C (4.68124, -4.32966, -0.53625)
C (4.43619, -3.22156, 0.49452)
C (0.73154, -6.34398, -2.27011)
C (1.39581, -7.69428, -2.40428)
C (0.94478, -8.80792, -1.44840)
C (1.59180, -10.17086, -1.64790)
C (2.51579, -5.13813, -4.40597)
C (1.79876, -5.75226, -5.65065)
C (2.50613, -7.10276, -6.00352)
C (2.35496, -7.40366, -7.51317)
H (-1.14187, -2.21129, -7.02312)
H (-0.72825, -0.64399, -6.38464)
H (-2.37073, -1.04015, -6.36680)
H (-2.07601, -2.88546, -4.62504)
H (-1.43825, -1.31606, -4.08002)
H (0.91648, -2.18608, -4.66966)
H (0.25834, -3.50777, -5.51673)
H (-0.90480, -4.23746, -3.25384)
H (0.07996, -3.00907, -2.51239)
H (1.99385, -3.40566, -1.12592)
H (3.03858, -3.12749, -2.39118)
H (3.80359, -5.81860, -1.91501)
H (2.79929, -5.42333, -0.35790)
H (5.34476, -3.97076, -1.35088)
H (5.12535, -5.11696, 0.04314)
H (3.97740, -3.59675, 1.46518)
H (3.79166, -2.36362, 0.22542)
H (5.43010, -2.81833, 0.76039)
H (-0.26377, -6.30191, -2.68219)
H (0.65602, -6.08525, -1.22504)
H (2.47489, -7.61368, -2.21131)
H (1.38168, -8.16174, -3.40776)
H (-0.11553, -8.99008, -1.62721)
H (1.11299, -8.52632, -0.41043)
H (1.75718, -10.37608, -2.69461)
H (0.97580, -10.97024, -1.27878)
H (2.54613, -10.24948, -1.12988)
H (3.23748, -5.77833, -4.01020)
H (3.03456, -4.24861, -4.50469)
H (1.88024, -5.06541, -6.50789)
H (0.76817, -5.93987, -5.44467)
H (2.10954, -7.84253, -5.40846)
H (3.57073, -7.08172, -5.77289)
H (1.31495, -7.53278, -7.77122)
H (2.74028, -8.40681, -7.75956)
H (2.92469, -6.76342, -8.16490)
C (-7.17985, 5.33234, 0.94409)
N (-7.17947, 4.38633, -0.26605)
C (-7.51452, 3.01352, 0.15245)
C (-8.24582, 4.78130, -1.13828)
C (-5.78245, 4.34620, -0.88412)
C (-5.77850, 3.75076, -2.27210)
O (-6.33656, 4.52796, -3.29920)
H (-6.71498, 4.89401, 1.75821)
H (-8.25500, 5.38541, 1.19634)
H (-6.69895, 6.31505, 0.68114)
H (-6.69992, 2.60870, 0.79565)
H (-7.68876, 2.37687, -0.69096)
H (-8.38254, 3.07615, 0.78720)
H (-8.20919, 4.12335, -1.98712)
H (-8.05657, 5.80423, -1.47379)
H (-9.21983, 4.78532, -0.65583)
H (-5.24089, 3.81265, -0.17097)
H (-5.40693, 5.39960, -0.84700)
H (-6.22062, 2.76008, -2.37314)
H (-4.69208, 3.52448, -2.43817)
H (-5.88537, 5.37312, -3.33836)
C (-1.48410, 3.02612, -1.87197)
N (-1.57275, 2.66749, -0.46089)
C (-0.26071, 2.26926, 0.14002)
C (-2.07876, 3.78010, 0.38162)
C (-2.42153, 1.41356, -0.36011)
C (-2.85551, 1.10046, 1.04383)
O (-1.80830, 0.37413, 1.73137)
H (-0.68449, 3.69425, -2.12807)
H (-2.38215, 3.49557, -2.10205)
H (-1.29409, 2.09109, -2.41377)
H (0.18625, 1.61564, -0.54092)
H (-0.48364, 1.61299, 0.97002)
H (0.41750, 3.05650, 0.45120)
H (-2.95206, 4.18906, -0.09978)
H (-1.35112, 4.53930, 0.58358)
H (-2.36238, 3.37520, 1.38210)
H (-1.90026, 0.59680, -0.82002)
H (-3.34338, 1.53776, -0.97844)
H (-3.69207, 0.36094, 0.91784)
H (-3.36267, 1.88628, 1.62394)
H (-1.87122, 0.50629, 2.67694)
C (-3.48315, -3.08741, 0.46355)
N (-4.54668, -3.72487, 1.37452)
C (-5.48108, -4.48767, 0.58249)
C (-3.91812, -4.67166, 2.40043)
C (-5.28100, -2.54475, 2.09817)
C (-4.62322, -1.77642, 3.19934)
O (-4.55704, -2.60594, 4.32272)
H (-2.88451, -3.91556, 0.14182)
H (-2.92196, -2.36111, 1.02628)
H (-4.04417, -2.62346, -0.38798)
H (-6.24714, -4.93063, 1.21711)
H (-5.00787, -5.32656, 0.08228)
H (-5.97261, -3.98461, -0.24814)
H (-3.10027, -4.15132, 2.87846)
H (-3.54801, -5.51728, 1.77348)
H (-4.68094, -4.99063, 3.04840)
H (-6.11847, -3.06834, 2.60162)
H (-5.68901, -1.96387, 1.23228)
H (-5.21308, -0.87887, 3.36893)
H (-3.62200, -1.35369, 2.98074)
H (-4.42944, -2.11713, 5.14377)
N (2.39665, 5.47267, 3.35561)
S (1.13898, 4.80381, 2.75353)
O (-0.11112, 5.26774, 3.11777)
O (1.42651, 3.42190, 2.81118)
F (1.26188, 5.34393, 1.32122)
S (2.58103, 6.98047, 3.68724)
O (1.90100, 7.83118, 2.80194)
O (3.95882, 7.23150, 3.99287)
F (1.79817, 7.21718, 5.13347)
N (-0.76400, -4.10469, 2.23195)
S (0.30952, -4.48931, 1.07002)
O (-0.54726, -4.44754, -0.09957)
O (1.15471, -5.60622, 1.32106)
F (1.25225, -3.28367, 0.84973)
S (-0.29076, -4.30866, 3.73597)
O (1.07586, -4.29879, 3.98864)
O (-1.13344, -5.20690, 4.39683)
F (-0.79799, -2.91034, 4.23022)
N (-4.05944, 1.71706, 3.89607)
S (-5.44445, 2.39890, 3.69348)
O (-6.58234, 1.60986, 4.00650)
O (-5.47516, 3.03325, 2.42039)
F (-5.49689, 3.62021, 4.65006)
S (-3.37489, 1.02895, 5.13193)
O (-2.40964, 0.08171, 4.67335)
O (-4.38891, 0.58359, 6.10312)
F (-2.48605, 2.20872, 5.68994)
N (2.30279, -0.09660, -3.26522)
S (1.33819, 1.12309, -3.50597)
O (1.43638, 2.13607, -2.50561)
O (0.04785, 0.80617, -4.06163)
F (1.93942, 1.87713, -4.72885)
S (3.55522, 0.04680, -2.46755)
O (4.14076, 1.33230, -2.54231)
O (4.34910, -1.10941, -2.39609)
F (2.96737, 0.01755, -0.89682)
C (-5.64790, -1.10366, -3.22441)
F (-4.91010, -2.21906, -3.49165)
F (-5.39545, -0.24775, -4.23499)
F (-6.84680, -1.53419, -3.29019)
S (-5.28982, -0.43857, -1.56098)
O (-6.25726, -1.20747, -0.77273)
O (-3.90538, -0.82329, -1.36366)
O (-5.44821, 1.02582, -1.67263)
C (-3.46733, 8.18249, -0.52952)
F (-2.83483, 9.27952, -0.12532)
F (-2.58838, 7.35815, -1.01317)
F (-4.04021, 7.61188, 0.61502)
S (-4.88422, 8.35896, -1.71145)
O (-5.98039, 8.80472, -0.94663)
O (-4.35282, 9.19564, -2.74890)
O (-4.93651, 6.90702, -2.07982)

***

Taking the records one at a time from the top gives E_LUMO values of -0.014; 0.075; 0.043 Ha.